# 1
Density functional theory data (ωB97M-V with the def2-TZVPD basis set) for 7 unconnected molecules or ions with the total composition C9H32N12O7.

Each line ends with the Mulliken charge.
Positions of all 60 atoms, in Å:
N1 0.688 -4.638 -6.029  -0.37
C1 0.279 -3.618 -6.688  0.63
N2 0.917 -2.566 -6.189  -0.37
O1 -0.654 -3.578 -7.493  -0.65
H1 0.156 -5.473 -6.227  0.22
H2 1.489 -4.625 -5.414  0.17
H3 0.927 -1.656 -6.627  0.22
H4 1.708 -2.834 -5.620  0.16
N3 -0.238 -0.485 -2.029  -0.38
C2 -0.085 0.401 -1.146  0.65
N4 -0.750 0.014 -0.170  -0.31
O2 0.655 1.337 -1.249  -0.68
H5 -1.140 -0.880 -1.804  0.17
H6 0.153 -0.358 -2.951  0.20
H7 -1.322 -0.818 -0.156  0.15
H8 -0.458 0.376 0.726  0.20
N5 5.612 5.030 3.011  -0.37
C3 5.027 4.064 2.332  0.64
N6 3.950 4.492 1.789  -0.38
O3 5.582 2.980 2.126  -0.67
H9 6.543 5.010 3.403  0.20
H10 5.072 5.869 3.171  0.16
H11 3.430 3.790 1.283  0.22
H12 3.564 5.419 1.688  0.19
N7 2.613 4.888 -5.689  -0.39
C4 3.471 5.211 -4.831  0.67
N8 3.569 4.538 -3.779  -0.35
O4 4.299 6.081 -5.036  -0.71
H13 2.245 3.961 -5.530  0.18
H14 2.648 5.316 -6.603  0.24
H15 4.397 4.642 -3.210  0.21
H16 2.887 3.839 -3.521  0.14
N9 1.108 -5.205 1.988  -0.41
C5 1.140 -6.357 2.643  0.63
N10 2.327 -6.699 2.866  -0.36
O5 0.117 -6.905 2.987  -0.66
H17 1.898 -4.671 1.658  0.16
H18 0.182 -4.982 1.653  0.20
H19 2.429 -7.567 3.371  0.23
H20 3.078 -6.038 2.729  0.19
N11 -6.169 -2.826 0.041  -0.37
C6 -5.240 -3.255 0.826  0.64
N12 -5.768 -4.122 1.664  -0.42
O6 -4.076 -3.044 0.722  -0.62
H21 -5.955 -2.626 -0.926  0.22
H22 -7.100 -3.059 0.356  0.18
H23 -5.167 -4.622 2.303  0.22
H24 -6.714 -4.453 1.535  0.15
C7 -2.680 2.660 5.562  -1.36
C8 -2.671 2.119 4.114  0.68
C9 -3.611 2.920 3.271  -1.29
O7 -1.235 2.329 3.649  -0.57
H25 -2.408 1.800 6.175  0.36
H26 -3.664 2.930 5.946  0.35
H27 -1.935 3.434 5.746  0.35
H28 -3.002 1.082 4.060  0.19
H29 -3.532 2.466 2.283  0.32
H30 -3.406 3.987 3.186  0.32
H31 -4.584 2.653 3.684  0.37
H32 -0.598 2.322 4.367  0.27

Computed properties:
- spin multiplicity = 1
- SMILES string = NC(N)=O.NC(N)=O.NC(N)=O.NC(N)=O.NC(N)=O.NC(N)=O.CC(C)O
- relative energy (zero: lowest compared OMol25 entry of this formula, charge and spin) (kcal per mole) = 163.2
- HOMO energy (eV) = -9.131

# 2
Density functional theory data (ωB97M-V with the def2-TZVPD basis set) for 3 unconnected molecules or ions with the total composition C6H9N.

Each line ends with the Mulliken charge.
Positions of all 16 atoms, in Å:
C1 0.918 -0.941 1.344  -0.98
C2 0.284 -0.477 0.175  0.25
C3 -0.252 0.776 -0.225  0.85
C4 -0.177 2.075 0.520  -1.25
C5 -1.027 0.498 -1.353  -0.54
C6 -0.851 -0.871 -1.646  -0.59
N1 -0.066 -1.435 -0.729  -0.35
H1 1.616 -0.275 1.861  0.26
H2 1.461 -2.361 0.567  0.11
H3 0.443 -1.663 2.000  0.32
H4 -0.306 2.915 -0.171  0.35
H5 0.788 2.196 1.024  0.34
H6 -0.963 2.154 1.280  0.25
H7 -1.561 1.224 -1.958  0.39
H8 -1.141 -1.402 -2.545  0.41
H9 0.836 -2.413 -0.144  0.20

Computed properties:
- spin multiplicity = 1
- relative energy (zero: lowest compared OMol25 entry of this formula, charge and spin) (kcal per mole) = 102.9
- HOMO energy (spin up / spin down) (eV) = -7.976 / -7.977

# 3
Density functional theory data (ωB97M-V with the def2-TZVPD basis set) for a molecular structure, C25H39BrCoN5O6S2Si.

Each line ends with the Mulliken charge.
Positions of all 80 atoms, in Å:
Co1 0.243 1.175 -0.393  -0.26
C1 -1.089 -4.166 0.135  -1.35
C2 -0.733 -3.324 1.357  1.75
C3 -1.605 -3.713 2.545  -1.40
C4 0.736 -3.467 1.728  -1.31
O1 -0.905 -1.943 1.002  0.43
Si1 -2.228 -1.001 1.101  0.12
S1 -1.910 0.764 -0.037  -0.65
O2 -2.641 -0.680 2.647  0.43
C5 -2.058 0.139 3.676  1.76
C6 -2.622 -0.395 4.986  -1.97
C7 -0.538 0.006 3.658  -1.38
C8 -2.483 1.586 3.462  -1.59
O3 -3.490 -1.828 0.471  0.01
C9 -4.912 -1.641 0.617  1.89
C10 -5.538 -2.333 -0.584  -1.80
C11 -5.255 -0.156 0.613  -1.47
C12 -5.361 -2.302 1.914  -1.52
H1 -0.842 -5.218 0.301  0.46
H2 -0.534 -3.804 -0.735  0.10
H3 -2.154 -4.079 -0.082  0.13
H4 -1.424 -4.758 2.807  0.56
H5 -2.664 -3.596 2.309  0.10
H6 -1.373 -3.094 3.413  0.18
H7 0.990 -4.508 1.937  0.49
H8 0.960 -2.864 2.610  0.31
H9 1.363 -3.098 0.918  -0.19
H10 -2.362 -1.448 5.108  0.34
H11 -3.711 -0.303 4.991  0.37
H12 -2.221 0.165 5.834  0.41
H13 -0.240 -1.026 3.857  0.20
H14 -0.091 0.647 4.421  0.63
H15 -0.131 0.303 2.691  -0.05
H16 -3.573 1.663 3.477  0.34
H17 -2.115 1.959 2.507  0.15
H18 -2.083 2.213 4.262  0.48
H19 -5.220 -1.847 -1.507  0.38
H20 -6.628 -2.296 -0.524  0.41
H21 -5.226 -3.379 -0.616  0.34
H22 -4.871 0.320 -0.291  0.33
H23 -4.826 0.345 1.484  0.10
H24 -6.338 -0.018 0.641  0.52
H25 -5.121 -3.367 1.895  0.30
H26 -6.441 -2.196 2.039  0.54
H27 -4.860 -1.843 2.766  0.07
O4 0.146 2.834 -1.520  -0.28
N1 0.331 4.069 -1.285  -0.33
C13 0.482 4.505 -0.048  -0.09
C14 0.737 5.883 0.206  -0.20
N2 0.947 6.987 0.446  -0.45
C15 0.370 3.502 0.950  1.27
N3 0.192 2.420 1.298  -0.35
Br1 3.060 1.954 3.247  -0.15
C16 3.865 0.385 2.566  0.04
C17 4.883 -0.205 3.301  -0.53
C18 5.481 -1.365 2.839  -0.55
C19 5.061 -1.943 1.650  -0.82
C20 4.036 -1.356 0.929  -0.13
C21 3.429 -0.185 1.373  0.30
C22 2.346 0.413 0.532  0.32
O5 2.435 1.496 -0.052  -0.61
O6 1.273 -0.285 0.383  0.40
H28 5.200 0.250 4.229  0.43
H29 6.280 -1.817 3.413  0.39
H30 5.532 -2.847 1.286  0.41
H31 3.706 -1.798 -0.005  0.55
C23 0.661 -3.010 -4.534  -1.06
N4 0.164 -1.850 -3.802  -0.25
C24 0.530 -1.340 -2.612  1.01
S2 -0.030 0.275 -2.394  -0.27
N5 1.270 -1.979 -1.726  0.64
C25 1.845 -3.313 -1.812  -1.30
H32 0.468 -2.836 -5.589  0.37
H33 0.155 -3.930 -4.243  0.29
H34 1.733 -3.127 -4.415  0.36
H35 -0.488 -1.263 -4.295  0.26
H36 1.344 -1.483 -0.832  -0.58
H37 1.126 -4.050 -2.161  0.43
H38 2.145 -3.605 -0.809  0.42
H39 2.730 -3.331 -2.447  0.40

Computed properties:
- spin multiplicity = 1
- HOMO energy (spin up / spin down) (eV) = -8.155 / -8.150

# 4
Density functional theory data (ωB97M-V with the def2-TZVPD basis set) for a molecular structure, C57H54AsCl2KN8O2SSi.

Each line ends with the Mulliken charge.
Positions of all 127 atoms, in Å:
K1 -0.320 0.108 1.350  1.77
C1 1.513 -3.550 1.347  -1.29
N1 0.200 -3.027 1.071  1.41
C2 -0.705 -4.004 0.510  -1.12
C3 -2.093 -3.479 0.634  -0.15
N2 -2.427 -2.528 1.444  0.50
C4 -3.796 -2.414 1.346  0.13
C5 -4.668 -1.564 2.014  -0.59
C6 -6.019 -1.694 1.747  -0.67
C7 -6.499 -2.643 0.837  -0.42
C8 -5.642 -3.495 0.159  -1.27
C9 -4.287 -3.363 0.427  0.37
N3 -3.169 -4.051 0.000  0.19
C10 2.393 -2.479 1.900  0.04
N4 1.980 -1.370 2.425  0.03
C11 3.110 -0.710 2.869  0.46
C12 3.236 0.518 3.507  -0.48
C13 4.509 0.921 3.870  -0.72
C14 5.634 0.133 3.603  -0.36
C15 5.528 -1.084 2.949  -1.24
C16 4.251 -1.486 2.583  0.28
N5 3.760 -2.618 1.967  0.10
H1 1.947 -3.940 0.421  0.43
H2 1.501 -4.386 2.074  0.55
H3 -0.221 -2.654 1.922  -0.61
H4 -0.660 -4.977 1.036  0.49
H5 -0.459 -4.182 -0.541  -0.01
H6 -4.271 -0.834 2.708  0.49
H7 -6.729 -1.050 2.252  0.40
H8 -7.565 -2.712 0.657  0.34
H9 -6.015 -4.227 -0.547  0.37
H10 -3.124 -4.676 -0.783  0.26
H11 2.359 1.124 3.692  0.48
H12 4.645 1.868 4.377  0.40
H13 6.612 0.479 3.916  0.37
H14 6.401 -1.690 2.738  0.40
H15 4.301 -3.350 1.546  0.22
C17 -2.214 2.753 2.447  -1.25
C18 -2.204 1.884 3.681  0.42
C19 -2.614 2.400 4.903  -0.70
C20 -2.580 1.545 6.010  -0.65
C21 -2.161 0.251 5.855  -0.49
C22 -1.758 -0.239 4.566  -0.29
N6 -1.787 0.633 3.513  0.74
N7 -1.323 -1.472 4.339  0.31
Si1 -1.473 -2.854 5.266  -0.05
C23 -0.395 -2.963 6.851  -1.21
C24 -3.249 -3.264 5.850  -1.09
C25 -0.927 -4.359 4.248  -0.54
H16 -2.763 3.677 2.625  0.42
H17 -2.673 2.214 1.615  0.21
H18 -1.188 2.999 2.157  0.11
H19 -2.950 3.426 4.992  0.36
H20 -2.880 1.912 6.988  0.36
H21 -2.111 -0.430 6.696  0.24
H22 -0.721 -2.246 7.611  0.30
H23 0.644 -2.726 6.604  0.30
H24 -0.410 -3.959 7.303  0.32
H25 -3.635 -2.483 6.511  0.32
H26 -3.326 -4.219 6.378  0.34
H27 -3.908 -3.308 4.978  0.27
H28 0.120 -4.264 3.945  0.00
H29 -1.538 -4.442 3.346  -0.04
H30 -1.027 -5.289 4.816  0.53
S1 -2.917 -1.142 -1.675  -0.20
C26 -2.186 0.069 -2.677  0.53
C27 -2.965 0.991 -3.393  -0.97
C28 -2.376 1.899 -4.252  -0.65
C29 -0.998 1.910 -4.425  -0.57
C30 -0.202 1.040 -3.687  -0.41
C31 -0.771 0.127 -2.814  -0.45
As1 0.141 -1.047 -1.563  1.43
C32 0.129 -2.661 -2.717  0.39
C33 1.023 -3.701 -2.456  -0.07
C34 0.988 -4.893 -3.167  -0.57
C35 0.040 -5.073 -4.165  -0.65
C36 -0.845 -4.043 -4.454  -0.72
C37 -0.797 -2.852 -3.740  -0.71
C38 2.083 -0.739 -1.832  0.50
C39 2.823 -1.133 -2.948  0.15
C40 4.211 -1.084 -2.945  -1.04
C41 4.894 -0.618 -1.828  -0.86
C42 4.175 -0.181 -0.723  -0.31
C43 2.789 -0.259 -0.725  -0.66
H31 -4.040 0.963 -3.262  0.44
H32 -2.995 2.599 -4.805  0.46
H33 -0.551 2.596 -5.132  0.40
H34 0.878 1.079 -3.798  0.09
H35 1.778 -3.557 -1.690  0.26
H36 1.698 -5.682 -2.944  0.38
H37 -0.001 -6.007 -4.715  0.34
H38 -1.580 -4.168 -5.240  0.38
H39 -1.496 -2.060 -3.972  0.34
H40 2.317 -1.505 -3.831  0.51
H41 4.770 -1.421 -3.811  0.33
H42 5.978 -0.598 -1.817  0.34
H43 4.693 0.212 0.145  0.50
H44 2.236 0.071 0.150  -0.13
Cl1 -2.425 5.495 -4.125  -0.22
C44 -1.113 6.544 -4.582  0.62
C45 -1.392 7.615 -5.405  -0.57
C46 -0.372 8.463 -5.804  -0.46
C47 0.899 8.266 -5.297  -0.59
C48 1.165 7.211 -4.439  0.61
Cl2 2.730 7.229 -3.683  -0.22
C49 0.181 6.250 -4.101  -0.51
N8 0.362 5.150 -3.306  0.14
C50 1.487 4.282 -3.272  -0.20
C51 2.197 4.022 -4.442  0.27
C52 3.308 3.202 -4.431  -1.11
C53 3.720 2.633 -3.235  -0.60
C54 2.984 2.852 -2.084  -0.84
C55 1.844 3.653 -2.078  0.30
C56 1.094 3.842 -0.792  -0.76
C57 0.938 2.541 0.061  0.27
O1 1.400 2.602 1.214  -0.71
O2 0.345 1.566 -0.458  -1.03
H45 -2.408 7.774 -5.739  0.41
H46 -0.571 9.285 -6.478  0.35
H47 1.708 8.939 -5.545  0.39
H48 -0.492 4.714 -2.990  0.19
H49 1.856 4.463 -5.372  0.54
H50 3.839 3.004 -5.355  0.36
H51 4.600 2.002 -3.209  0.47
H52 3.293 2.390 -1.155  0.73
H53 0.094 4.248 -0.952  0.24
H54 1.647 4.541 -0.160  0.42

Computed properties:
- spin multiplicity = 1
- charge = -2
- relative energy (zero: lowest compared OMol25 entry of this formula, charge and spin) (kcal per mole) = 29.1
- HOMO energy (eV) = -1.552